{"formula": "C62H140N8O9", "method": "ωB97M-V/def2-TZVPD", "elements": ["O", "O", "O", "O", "O", "O", "O", "O", "O", "N", "N", "N", "N", "N", "N", "N", "N", "C", "C", "C", "C", "C", "C", "C", "C", "C", "C", "C", "C", "C", "C", "C", "C", "C", "C", "C", "C", "C", "C", "C", "C", "C", "C", "C", "C", "C", "C", "C", "C", "C", "C", "C", "C", "C", "C", "C", "C", "C", "C", "C", "C", "C", "C", "C", "C", "C", "C", "C", "C", "C", "C", "C", "C", "C", "C", "C", "C", "C", "C", "H", "H", "H", "H", "H", "H", "H", "H", "H", "H", "H", "H", "H", "H", "H", "H", "H", "H", "H", "H", "H", "H", "H", "H", "H", "H", "H", "H", "H", "H", "H", "H", "H", "H", "H", "H", "H", "H", "H", "H", "H", "H", "H", "H", "H", "H", "H", "H", "H", "H", "H", "H", "H", "H", "H", "H", "H", "H", "H", "H", "H", "H", "H", "H", "H", "H", "H", "H", "H", "H", "H", "H", "H", "H", "H", "H", "H", "H", "H", "H", "H", "H", "H", "H", "H", "H", "H", "H", "H", "H", "H", "H", "H", "H", "H", "H", "H", "H", "H", "H", "H", "H", "H", "H", "H", "H", "H", "H", "H", "H", "H", "H", "H", "H", "H", "H", "H", "H", "H", "H", "H", "H", "H", "H", "H", "H", "H", "H", "H", "H", "H", "H", "H", "H", "H", "H", "H", "H", "H", "H"], "positions_angstrom": [[2.24207, -0.05184, -3.64187], [-2.25366, 0.00201, 1.88837], [1.36181, 2.88305, 5.40644], [1.40023, 1.71827, -1.74194], [-3.99741, 2.89437, -5.34205], [3.34406, -2.62803, 0.57790], [-3.06544, 1.16869, -0.53530], [-7.75006, 1.58834, 3.87764], [2.08771, -0.21215, 0.24431], [0.53007, -0.18696, 6.05965], [5.39229, 2.16764, -3.41730], [0.83307, 5.25685, 1.13928], [-4.89216, -4.64929, 0.43902], [2.01415, -3.05046, -3.89156], [5.21908, -4.76212, 1.87875], [-4.99917, 0.57972, 1.76087], [-4.42697, 1.63755, -2.90140], [-1.12341, 3.91526, 2.13483], [2.46171, 3.47204, 2.09691], [-6.61802, -5.27316, -1.43467], [-7.59587, -5.62571, -3.76394], [1.45704, -4.35624, -3.37540], [0.89676, -2.00079, -3.92401], [3.20208, -2.62849, -3.07278], [-2.75829, -3.42685, 0.73407], [0.01638, 5.46540, -0.10703], [5.60438, -0.24190, -0.35483], [-4.21793, -3.46553, 1.14147], [-6.74828, -4.98544, 2.16340], [0.64418, 1.07939, 6.91378], [-5.05959, 3.30371, -4.49596], [0.51890, 1.23030, -0.97425], [5.27907, 1.16564, -4.55810], [-5.70912, 0.74756, 3.07787], [-5.93868, -4.17341, -0.59637], [-4.60560, 3.16903, -3.05896], [0.02752, 0.08581, 1.18682], [1.07075, 7.59640, 0.42664], [2.50471, -3.18486, -5.34243], [3.77623, -4.39344, 2.12055], [6.25687, -3.82385, 2.47775], [4.04780, 2.92252, -3.17693], [-4.28810, 3.21874, -6.70317], [1.28576, -0.66022, -4.47929], [5.36251, 4.36236, -4.61784], [-1.35074, 0.38579, 1.13428], [1.46679, -0.21191, 4.86912], [5.89799, 1.47501, -2.16284], [-7.43518, -4.67323, -2.57360], [6.30963, 3.32404, -3.94772], [-0.91538, -0.39372, 5.63501], [-2.52082, -4.85629, 0.30235], [0.33786, 2.45288, 6.26838], [3.70729, 2.61739, 1.72343], [5.07115, 0.23052, -1.70685], [0.92086, -1.29655, 7.00661], [-3.81056, -5.36091, -0.36221], [-7.08410, -5.70082, 3.48834], [-2.00602, 3.66311, 3.35932], [4.98136, 3.41965, 1.58284], [-1.85345, 1.08468, -0.26414], [7.07015, -0.72120, -0.35521], [-5.57018, -5.65176, 1.41455], [-4.82786, 1.23864, 4.18473], [-0.17005, 5.11628, 2.31215], [-6.88599, 1.66892, 2.78454], [1.69349, 6.51479, 1.31843], [5.40615, -4.80134, 0.36205], [5.41267, -6.13259, 2.42845], [1.62144, 3.97110, 0.93482], [-0.82165, 1.51089, -1.19869], [6.68306, -0.44015, -6.13072], [-8.81057, 2.55860, 3.89959], [-0.06227, 6.96502, -0.37261], [3.31906, -2.94484, 1.93961], [3.95601, 3.81385, -4.40372], [0.93854, 0.33778, 0.18495], [-3.38063, 3.95518, -2.67995], [6.59409, 0.40292, -4.84137], [0.11804, -2.44794, -4.54757], [6.80502, 3.71039, -3.05899], [5.10903, 1.84736, -5.39554], [5.00763, -1.15899, -0.28878], [-8.02358, -6.55865, -3.37941], [-8.29918, -5.27465, -4.51366], [0.18744, -1.46600, 7.79030], [5.61081, 4.45657, -5.67172], [6.63012, -0.31192, -4.01577], [-3.93210, 0.61620, 4.27532], [1.62797, -3.07767, -5.97527], [4.95396, -5.71668, -0.00789], [4.34267, 0.61356, -4.47930], [0.50379, -1.99534, -2.90606], [4.67905, -6.77515, 1.94301], [-3.80773, -4.97624, -1.38080], [3.44247, 1.96226, 0.88926], [0.58338, 5.09526, -0.96352], [-5.32061, 1.14813, -2.91894], [-4.10603, 1.47556, -1.91838], [1.84471, 2.80217, 2.70285], [3.37074, 4.69296, -4.12903], [5.95763, -3.70552, 3.51990], [-4.75776, -2.54533, 0.93181], [1.20987, -4.32114, -2.32058], [0.64821, -4.69258, -4.02195], [5.84673, 2.25436, -1.40336], [-6.67085, -3.67334, 0.03861], [-6.73895, -3.90609, 2.30861], [-3.79843, 1.22559, -3.58915], [-5.38337, -3.44471, -1.18642], [2.01618, 3.42842, 5.85488], [1.92163, -1.12651, 7.39714], [-6.25226, -5.78960, 4.18632], [-2.89334, 4.27807, 3.48192], [-8.42835, -4.45721, -2.18106], [-1.41360, 3.80224, 4.27335], [-6.53692, 2.69844, 2.62152], [7.21666, -4.33168, 2.51457], [1.72404, 1.10885, 7.07635], [2.29054, 4.14392, 0.09016], [-3.61980, 5.01260, -2.78797], [0.39085, 4.96718, 3.23310], [1.43732, -1.21000, 4.44318], [-4.58073, 2.29446, 4.13311], [2.62373, 4.34499, 2.73687], [3.55505, 3.37019, -5.30990], [5.76791, 2.98911, 0.95915], [6.90739, 1.08140, -2.24135], [-1.62225, -5.07301, -0.28049], [5.91133, -1.20642, -6.04491], [2.78574, -2.39165, -2.09561], [3.05664, -4.11002, -5.47909], [6.21254, -2.88931, 1.92859], [7.45994, 1.06056, -4.83556], [-5.54842, 3.32686, -2.53053], [-8.40569, 3.55297, 3.70944], [1.17412, 0.57793, 4.18169], [-7.96486, -5.25942, 3.95100], [-1.06313, 7.27805, -0.06953], [4.84961, 4.42398, 1.17197], [3.13580, -2.31530, -5.50116], [7.68696, 0.18072, -0.38241], [1.77789, 7.96444, -0.31174], [1.83931, 0.40449, -2.86880], [1.67187, 6.57043, 2.40974], [3.79980, -1.83357, -3.49764], [2.74950, 6.25501, 1.22035], [-2.24678, -5.53851, 1.11669], [6.45674, 0.11539, -7.04120], [-5.34306, 0.96942, 5.10786], [-2.05652, -2.96439, 1.42498], [3.80025, -3.53599, -2.97455], [-5.98172, 2.77421, -4.74946], [-1.55309, -0.26341, 6.50437], [0.72451, 8.36776, 1.11091], [2.27783, -5.02094, -3.64678], [-5.19408, 4.37980, -4.65506], [-1.02548, -1.34183, 5.11168], [5.38730, 0.42255, 0.47998], [2.94908, -1.75169, 0.36468], [5.45536, 3.52750, 2.55910], [5.19194, -6.07576, 3.49239], [-2.14211, 2.58700, 3.48479], [5.27818, -0.57289, -2.42052], [2.36607, -2.70707, 2.42919], [-6.65737, -5.98748, -4.18615], [-0.63913, 6.09959, 2.30443], [6.46447, -4.76303, 0.09940], [7.68968, -0.83644, -6.22725], [-4.44138, 4.29287, -6.84599], [-5.90952, -6.47334, 0.78998], [-6.11247, -0.23287, 3.33415], [-7.52730, -5.20965, 1.43054], [7.33950, -1.36236, -1.19234], [2.44346, 0.04161, 5.27704], [-9.49238, 2.23302, 3.10912], [-5.47336, 0.04331, 1.03365], [-1.18631, 0.32891, 4.86361], [6.40002, -6.54049, 2.22741], [-7.24335, -5.89227, -0.79343], [-0.93660, 4.95432, -0.06757], [0.35107, -0.09292, -4.34498], [0.18167, 0.87525, 7.87643], [-7.49160, 1.34598, 1.92423], [-4.04678, -6.41949, -0.33158], [7.32615, -1.15605, 0.61057], [-0.47024, 3.04375, 2.06510], [-4.30463, -3.71253, 2.19953], [-2.66077, -2.78742, -0.15182], [4.00017, 0.42987, -1.77397], [-4.80177, -6.03186, 2.08945], [1.40833, -0.52747, -5.55298], [-7.40144, -6.73290, 3.32036], [5.04331, -3.89487, -0.11492], [-1.79588, 3.92978, 1.27933], [0.97633, -2.20719, 6.40886], [-3.15153, 3.79094, -1.62609], [5.53912, 5.30043, -4.09763], [-2.54549, 3.67795, -3.31957], [0.03860, 7.19730, -1.42935], [-5.78056, -5.85547, -1.82797], [3.94029, -2.21058, 2.47684], [-0.69407, 2.42702, 5.90800], [3.86076, 1.93257, 2.56023], [0.22204, 3.19891, 7.05891], [3.60952, -4.61623, 3.17670], [-5.21674, 2.71472, -6.97774], [-1.20416, 2.24939, -1.88873], [0.94668, 3.16428, 0.65858], [3.14949, -5.03576, 1.50579], [-6.94648, -3.79929, -3.01343], [0.25468, -0.43534, 2.11192], [3.24226, 2.19050, -3.15720], [7.05357, 2.91099, -4.61791], [4.14535, 3.48510, -2.25206], [-3.48462, 2.99349, -7.39960], [-9.31456, 2.48119, 4.85714], [-3.99741, 0.30649, 1.84962], [-4.98825, 1.45693, 1.22724]], "forces_ev_per_a": [[0.800, -0.012, -0.616], [-0.238, 0.017, 0.965], [-0.530, -0.495, -1.132], [-0.004, -0.856, 0.744], [0.213, -0.240, 0.197], [-0.396, -0.173, -0.867], [-0.582, 0.042, 0.945], [0.803, 0.083, 0.895], [-1.064, 1.177, -0.904], [-1.155, -0.077, 0.528], [0.498, -0.149, -0.150], [-0.630, -1.564, -0.259], [-0.459, -0.611, -1.254], [-0.177, 0.917, -1.350], [0.542, 0.499, -1.850], [0.261, 0.977, -0.849], [-0.135, 0.399, 1.736], [0.099, 0.009, 0.717], [-0.607, -0.128, 0.743], [1.375, 0.608, 0.270], [-0.398, -1.418, 0.981], [1.219, 0.040, -1.571], [0.272, -1.485, -0.428], [-0.593, -1.265, 0.826], [-0.261, 0.150, -1.653], [0.974, 0.546, -1.516], [-0.644, -1.861, -0.768], [-0.437, -0.570, 0.943], [-0.381, -1.552, -0.443], [1.724, 0.610, -0.705], [1.308, 1.336, -0.922], [0.874, 1.180, -1.598], [0.256, 1.514, -1.549], [-1.096, -0.229, -0.754], [-0.459, 0.134, 1.227], [-1.596, -1.758, -1.397], [-2.318, 0.315, 1.845], [0.326, -0.025, 0.639], [-0.507, 0.422, 0.820], [-0.505, 0.839, 1.418], [-1.328, -0.566, 0.640], [0.647, -1.315, -1.509], [-0.599, 0.490, -0.386], [-1.809, 1.412, 1.875], [1.143, -1.068, 0.367], [-0.376, 0.391, -3.087], [-0.358, 0.728, 1.063], [-1.040, -0.179, 0.244], [0.048, -0.291, -0.834], [-0.528, -0.345, 0.726], [0.618, 0.389, -0.647], [1.239, -2.233, 0.589], [-0.446, -0.314, 1.696], [-0.589, 0.350, 0.449], [0.988, 1.539, -0.919], [0.202, -0.809, -0.886], [0.707, 1.167, 0.786], [-0.312, -0.556, -0.473], [1.333, -0.265, 1.265], [0.793, 0.433, -0.250], [2.229, -0.342, -0.497], [-0.195, 1.662, 0.390], [0.658, 1.486, 0.383], [0.373, -0.932, 0.511], [-0.065, -0.012, -1.091], [-1.305, -0.023, 0.681], [0.013, -1.515, 1.005], [0.941, 0.232, 0.045], [-0.538, -0.302, 0.057], [0.830, -0.325, -0.404], [-2.392, -0.417, 2.376], [-1.053, 0.668, 0.358], [0.166, -0.807, -0.776], [-1.209, -0.256, 0.785], [1.010, 1.181, -0.100], [-0.058, 1.498, 0.775], [1.919, -1.546, 0.399], [-0.464, -0.195, 0.478], [-0.673, -0.626, 0.475], [0.035, -0.005, -0.016], [0.065, 0.123, -0.080], [-0.082, -0.285, -0.272], [-0.093, 0.143, 0.979], [-0.248, 0.030, -0.083], [0.268, 0.235, -0.104], [-0.011, 0.410, 0.032], [-0.012, 0.245, 0.041], [0.800, 0.015, 0.041], [0.244, 0.237, -0.394], [0.136, -0.482, -0.231], [-0.092, 0.131, -0.116], [0.327, -0.413, 0.438], [0.168, 0.577, 0.058], [0.009, -0.073, 0.140], [-0.396, -0.170, -0.057], [0.100, 0.232, -0.268], [0.070, -0.674, 0.353], [-0.140, 0.233, -0.671], [1.000, -0.203, -0.503], [-0.232, 0.198, 0.076], [-0.557, -0.278, -0.283], [0.029, 0.361, -0.021], [-0.137, -0.133, -0.027], [0.086, 0.107, -0.010], [-0.317, 0.365, 0.226], [0.223, -0.084, 0.202], [-0.108, 0.321, -0.371], [0.573, 0.034, -0.127], [0.135, 0.207, -0.063], [-0.209, -0.022, -0.237], [-0.227, 0.008, 0.304], [-0.136, 0.284, 0.152], [0.032, 0.465, 0.039], [-0.142, -0.199, -0.309], [0.039, 0.504, -0.171], [0.052, 0.628, -0.071], [0.103, 0.068, -0.092], [0.065, 0.148, -0.548], [-0.020, 0.033, 0.443], [-0.221, 0.216, -0.155], [0.108, 0.004, -0.194], [0.133, 0.146, -0.046], [-0.009, 0.069, -0.117], [-0.045, 0.034, 0.057], [0.827, -0.243, 0.176], [-0.168, -0.243, 0.235], [-0.229, -0.389, -0.064], [0.240, 0.729, -0.563], [-0.253, 0.654, -0.691], [0.325, -0.434, -0.277], [0.401, 0.348, 0.136], [-0.086, -0.010, -0.027], [0.314, 0.013, 0.057], [-0.084, 0.059, 0.383], [0.488, 0.541, 0.723], [-0.192, 0.099, 0.113], [-0.070, -0.165, -0.133], [0.254, 0.299, 0.171], [0.210, 0.536, 0.071], [-0.257, 0.024, 0.061], [0.134, -0.163, -0.205], [0.385, -0.215, -0.223], [0.313, 0.347, 0.529], [-0.038, 0.186, -0.307], [-0.364, 1.277, -0.083], [-0.449, 0.118, -0.129], [-0.100, -0.020, -1.010], [-0.599, 0.355, 0.601], [0.087, 0.205, 0.078], [-0.262, 0.663, 0.035], [-0.254, -0.422, 0.473], [0.166, 0.108, 0.013], [-0.121, -0.056, 0.264], [-0.028, -0.306, -0.001], [0.061, 0.418, -0.499], [-0.137, -0.512, 0.847], [-0.504, -0.010, -0.062], [0.085, -0.300, 0.548], [-0.049, 0.058, -0.074], [-0.092, -0.073, 0.636], [-0.104, 0.244, 0.015], [0.256, -0.209, 0.036], [-0.904, -0.005, -0.601], [-0.014, 0.008, -0.032], [-0.411, -0.933, -0.313], [0.131, 0.597, -0.235], [-0.332, -0.110, 0.379], [0.136, -0.601, 0.456], [-0.143, -0.302, 0.056], [-0.131, 0.066, 0.379], [-0.051, -0.011, 0.099], [0.064, -0.020, -0.019], [-0.699, 0.520, 0.501], [-0.096, -0.126, 0.065], [0.144, -0.219, -0.225], [-0.295, 0.544, 0.028], [-0.126, -0.837, 0.694], [0.205, 0.330, 0.227], [0.117, 0.341, 0.016], [0.024, -0.141, -0.123], [0.136, 0.000, 0.116], [-0.143, -0.030, -0.096], [-0.416, 0.140, -0.187], [0.512, -0.041, -0.520], [0.487, -0.057, -0.110], [-0.053, -0.365, -0.147], [-0.170, -0.120, -0.265], [-0.074, 0.279, 0.055], [-0.099, -0.009, -0.086], [-0.016, -0.035, 0.591], [0.182, 0.155, -0.071], [0.958, -0.553, 0.034], [0.135, -0.022, -0.291], [-0.674, -0.116, 0.400], [0.354, 0.225, -0.251], [-0.106, -0.042, 0.049], [0.205, -0.067, -0.032], [-0.224, 0.167, -0.273], [0.036, 0.130, 0.004], [-0.070, -0.150, -0.006], [-0.375, -0.417, -0.226], [0.567, -0.430, 0.077], [0.362, 0.165, -1.184], [-0.078, -0.094, -0.019], [0.179, -0.363, 0.454], [-0.124, -0.248, -0.063], [0.118, -0.076, -0.328], [0.564, -0.175, -0.603], [-0.264, 0.378, -0.336], [0.192, -0.164, -0.021], [-0.142, 0.408, 0.572], [0.648, -0.256, -0.285], [0.127, 0.086, 0.444], [-0.021, -0.028, 0.100], [0.058, -0.091, 0.052], [0.173, -0.611, 0.460], [0.156, 0.092, 0.037], [0.401, -0.201, -0.271], [0.521, 0.401, 0.614]], "mulliken_charge": [0.25, -1.41, -0.37, -1.14, -0.27, 0.36, -1.08, -0.34, -0.77, 0.24, 0.41, 0.62, 0.93, 0.16, 0.12, 0.69, 0.03, 1.59, 0.50, -0.64, -1.41, -0.98, -0.96, -1.01, 0.04, -0.10, 1.34, -0.94, -0.40, -0.60, -1.04, -0.08, -0.41, 0.51, -1.17, 0.17, -0.99, -0.73, -0.70, -1.02, -0.68, -0.02, -0.81, -0.62, -0.72, 0.87, -1.14, -1.85, -0.40, -0.33, -0.92, -1.20, -0.68, 0.43, 2.29, -0.85, -0.82, -1.44, -1.48, -1.51, 0.46, -1.62, -0.99, -1.33, -0.97, -0.84, -0.64, -0.68, -0.84, -0.48, -0.19, -1.31, -0.72, -0.77, -0.31, -0.68, 0.33, -0.81, -0.29, 0.52, 0.39, 0.87, -0.72, 0.35, 0.40, 0.40, 0.38, 0.06, 0.25, 0.33, 0.36, -0.15, 0.63, 0.40, 0.52, -0.46, 0.40, 0.49, 0.11, -0.94, 0.44, 0.39, 0.42, 0.24, 0.41, 0.52, 0.49, 0.37, 0.39, 0.67, 0.31, 0.41, 0.36, 0.55, 0.37, 0.24, 0.44, 0.36, 0.37, 0.93, 0.57, 0.51, 0.78, 0.22, 0.65, 0.36, 0.33, 0.51, 0.45, 0.21, 0.63, 0.36, 0.12, 0.41, 0.38, 0.32, 0.11, 0.38, 0.37, 0.26, 0.33, 0.47, 0.33, -0.69, 0.49, -0.17, 0.36, 0.46, 0.36, 0.49, 0.32, 0.65, 0.50, 0.40, 0.31, 0.47, 0.45, 0.50, -0.10, 0.06, 0.40, 0.41, 0.05, -0.64, 0.17, 0.36, 0.58, 0.40, 0.39, 0.33, 0.58, 0.16, 0.33, 0.27, 0.29, 0.32, 0.48, 0.19, 0.39, 0.32, -0.30, 0.28, 0.54, 0.52, 0.37, 0.44, -0.71, 0.35, -0.01, -0.66, 0.58, 0.57, 0.37, 0.14, -0.18, 0.38, -0.12, 0.29, 0.35, 0.42, 0.35, 0.39, 0.17, 0.36, 0.54, 0.45, 0.34, 0.24, -0.63, 0.33, 0.29, 0.50, -0.08, 0.29, 0.26, 0.25, 0.25, -0.06, 0.32], "e_lumo_ha": -0.4102, "charge": 6, "e_above_lowest_kj_mol": 0.0, "gap_ev": 7.642}